Molecular formula: C40H107N9O11
Method: DFT, ωB97M-V/def2-TZVPD

```
167
Properties=species:S:1:pos:R:3:forces:R:3
C -2.74728 -6.72466 -1.77092 -0.78 0.07 0.63
O -3.76080 -5.98788 -1.07926 -0.28 0.54 -0.41
C -5.06840 -6.53405 -1.04556 -0.80 -0.83 -0.88
C -5.93019 -6.52122 -2.38027 2.39 0.52 -0.04
C -6.16183 -5.11793 -2.78853 -0.36 1.85 0.00
N -7.21609 -7.16652 -2.29188 0.46 -0.75 0.42
H -2.40194 -7.54643 -1.14030 -0.14 -0.32 -0.09
H -1.88425 -6.07322 -1.90040 -0.24 0.17 -0.21
H -3.13897 -7.08883 -2.72075 0.31 -0.07 -0.11
H -5.00579 -7.57038 -0.70338 -0.08 -0.22 0.17
H -5.67718 -5.96930 -0.33899 0.36 0.13 0.27
H -5.32456 -6.93892 -3.19113 0.27 -0.55 0.08
H -5.26603 -4.50187 -2.87527 0.22 -0.24 0.24
H -6.80454 -4.65533 -2.03688 -0.03 0.27 -0.03
H -6.66523 -4.98290 -3.74720 -0.20 -0.38 -0.05
H -7.52684 -7.18060 -3.25620 -0.62 -0.15 -0.07
H -7.06909 -8.13683 -2.04071 -0.18 -0.20 0.13
C -6.69389 -8.76843 -8.27028 -0.91 0.03 0.51
O -8.12541 -8.75659 -8.35357 0.63 -0.54 -0.46
C -8.59743 -10.09246 -8.50942 -0.67 0.30 0.48
C -10.13220 -10.06789 -8.55482 0.42 1.07 0.90
C -10.67912 -9.33963 -7.31038 0.33 -0.76 0.94
N -10.71319 -11.41439 -8.63952 0.23 0.61 -0.07
H -6.27042 -9.28954 -9.12979 0.20 0.38 -0.21
H -6.37268 -9.31241 -7.37848 -0.03 -0.18 0.16
H -6.38016 -7.73481 -8.13644 0.13 -0.08 -0.51
H -8.19977 -10.57844 -9.40367 0.18 0.12 -0.23
H -8.25169 -10.65712 -7.64030 -0.15 -0.34 0.09
H -10.44112 -9.46642 -9.41338 0.21 0.13 -0.25
H -10.29653 -8.34139 -7.09838 -0.40 0.34 -0.95
H -10.34283 -9.79422 -6.37431 0.15 -0.77 -0.16
H -11.76344 -9.43746 -7.24708 -0.09 0.51 -0.25
H -11.69066 -11.21009 -8.80815 -0.31 -0.50 0.11
H -10.38624 -11.81721 -9.50944 0.03 -0.28 -0.09
C -10.56720 -5.39461 -8.71214 -1.43 0.44 -0.34
O -11.69866 -4.84454 -7.98624 0.79 -1.03 0.24
C -12.95681 -5.18230 -8.56834 0.37 0.10 -0.09
C -14.09568 -4.66714 -7.64655 1.33 0.58 1.43
C -14.04476 -5.28033 -6.23397 0.25 -1.03 -0.47
N -15.41911 -4.74412 -8.13985 -0.85 -0.02 -0.81
H -10.62297 -4.97924 -9.72078 0.40 0.17 -0.15
H -10.62442 -6.47598 -8.84989 -0.14 -0.18 0.38
H -9.62182 -5.14473 -8.23524 -0.31 0.26 0.16
H -12.92711 -4.72798 -9.56324 -0.70 0.50 -0.12
H -13.05484 -6.24278 -8.81813 0.09 -0.44 0.58
H -13.83577 -3.62193 -7.46100 -0.06 0.28 -0.32
H -14.68769 -4.88049 -5.44979 0.16 0.91 -0.34
H -13.00184 -5.30167 -5.91914 -0.12 -0.02 0.27
H -14.42094 -6.30684 -6.26751 0.33 -0.39 -0.27
H -15.46615 -4.57382 -9.13509 -0.20 -0.02 -0.04
H -15.87710 -5.61621 -7.91569 0.08 -0.10 -0.14
C -12.39001 -0.18874 1.13478 -0.54 -0.61 -0.38
O -12.86433 -0.49729 -0.16657 -0.26 0.15 0.10
C -13.88948 -1.53852 -0.16194 2.24 0.86 -0.67
C -13.85475 -2.16218 -1.57720 -1.11 1.74 0.77
C -14.28223 -1.17567 -2.67321 1.02 -0.14 0.02
N -14.72437 -3.30481 -1.59996 0.13 -0.65 -0.37
H -11.92372 -1.08119 1.56012 0.00 -0.12 0.26
H -13.24343 0.10160 1.75074 0.13 0.17 0.34
H -11.62960 0.59102 1.12704 -0.21 0.13 -0.37
H -13.51082 -2.27869 0.54510 -0.50 -0.32 0.18
H -14.84834 -1.11632 0.14357 -0.19 -0.10 -0.03
H -12.79433 -2.35305 -1.74590 -0.16 -0.69 -0.13
H -13.53578 -0.38327 -2.73640 -0.07 0.09 -0.03
H -15.25817 -0.70316 -2.55915 -0.15 -0.29 0.22
H -14.22951 -1.74063 -3.60449 -0.24 0.16 -0.15
H -15.67898 -2.99181 -1.48058 -0.12 0.01 -0.04
H -14.49023 -3.93215 -0.83334 -0.06 -0.22 -0.04
C -18.64107 -6.65780 1.26591 0.66 0.94 -0.01
O -17.32557 -6.30076 1.72872 -0.60 -0.26 -0.63
C -16.39620 -6.03773 0.68553 0.23 -0.27 1.11
C -15.04446 -5.63274 1.32056 -0.37 0.46 0.25
C -15.04450 -4.33080 2.15239 -0.36 0.20 -0.37
N -14.07145 -5.47400 0.26615 1.11 0.03 -0.29
H -19.29832 -6.36491 2.08291 -0.20 -0.49 -0.08
H -18.75713 -7.68819 0.92609 0.25 -0.31 0.54
H -18.93011 -6.07796 0.38600 0.11 0.40 -0.01
H -16.26272 -6.92946 0.06757 0.22 -0.30 0.02
H -16.79042 -5.28735 -0.00417 0.12 0.47 0.12
H -14.63930 -6.36827 2.02038 -0.73 -0.69 0.02
H -14.03959 -3.92569 2.27904 0.25 -0.41 -0.09
H -15.45052 -4.44590 3.15742 -0.31 -0.10 -0.15
H -15.55615 -3.53195 1.61286 -0.34 -0.02 0.08
H -13.22377 -5.80581 0.72025 0.58 0.56 -0.08
H -14.10316 -6.17826 -0.46022 -0.72 -0.15 -0.13
C -6.53307 -4.55940 -9.09888 -1.03 -0.57 -0.81
O -5.94914 -5.63456 -9.83748 0.41 1.00 1.04
C -4.62747 -5.89172 -9.36541 -0.02 -0.94 -1.40
C -4.07207 -6.89867 -10.41506 0.37 1.32 0.78
C -2.68636 -7.37876 -10.04254 0.22 -0.99 0.28
N -4.00937 -6.18360 -11.68606 0.19 -0.32 -0.22
H -6.35203 -4.69565 -8.03230 -0.07 0.22 0.09
H -7.59743 -4.61063 -9.33431 -0.14 -0.22 0.43
H -6.29273 -3.55338 -9.44770 0.87 -0.06 0.06
H -4.01849 -4.98598 -9.33804 0.05 0.14 -0.32
H -4.61628 -6.28417 -8.34561 -0.25 -0.31 0.10
H -4.73701 -7.76331 -10.46561 -0.19 -0.05 0.22
H -2.71633 -7.85790 -9.06218 0.03 0.20 0.21
H -1.87801 -6.64837 -10.05732 -0.34 0.33 -0.01
H -2.37111 -8.19906 -10.69043 -0.03 0.08 -0.31
H -3.61116 -6.82743 -12.35785 0.09 0.12 -0.27
H -4.93549 -5.95625 -12.02248 -0.13 0.06 0.13
C -8.09620 -6.42176 -5.94429 0.72 0.01 0.07
O -8.80753 -6.77985 -4.78137 -0.89 0.96 0.12
C -10.04696 -6.03573 -4.62685 -0.33 -0.27 -0.05
C -10.55376 -6.11038 -3.21422 0.49 0.18 0.55
C -11.92030 -5.46872 -3.00992 -0.82 -0.81 -0.48
N -9.64659 -5.40503 -2.30715 -0.13 -0.01 -0.47
H -8.66677 -6.49186 -6.87079 -0.19 -0.17 0.10
H -7.23419 -7.08683 -6.00814 -0.16 -0.26 -0.07
H -7.65239 -5.42593 -5.87177 -0.30 0.35 0.09
H -10.00354 -4.96703 -4.84354 0.66 -0.03 -0.58
H -10.80227 -6.52408 -5.24609 -0.02 0.19 -0.42
H -10.53963 -7.18986 -3.03239 -0.49 -0.22 0.56
H -12.19333 -5.31531 -1.96501 0.44 0.02 0.17
H -12.70663 -6.14397 -3.35285 -0.08 0.08 -0.31
H -12.05597 -4.50843 -3.50918 0.27 0.05 -0.11
H -8.75499 -5.89250 -2.30385 -0.03 0.06 0.54
H -10.09414 -5.49420 -1.40491 0.47 0.14 0.36
C -14.22216 -8.76974 -1.57068 -0.55 1.08 -0.09
O -13.17791 -7.97632 -0.99696 -0.33 -0.87 0.07
C -12.26611 -8.68541 -0.14775 0.77 1.51 -0.83
C -11.24871 -7.68088 0.46917 -0.81 -0.86 -0.48
N -11.77756 -6.93687 1.60016 -0.61 -0.67 -0.66
C -10.76763 -6.34317 2.41470 0.38 0.53 1.03
C -11.39855 -5.47635 3.49096 0.36 -0.36 0.53
O -12.07803 -6.33757 4.38152 -1.13 -0.40 0.69
C -12.66345 -5.67836 5.51244 0.57 0.55 -0.29
H -14.77084 -8.10138 -2.23654 0.06 0.26 0.07
H -14.95531 -9.06986 -0.82017 0.19 -0.35 0.21
H -13.97100 -9.60029 -2.23238 0.78 -0.24 0.43
H -11.67070 -9.28742 -0.83644 -0.02 -0.66 0.36
H -12.75602 -9.26034 0.63967 -0.19 -0.19 -0.10
H -10.93448 -7.00152 -0.32330 0.06 0.02 0.00
H -10.39596 -8.31141 0.73554 0.33 0.08 0.18
H -12.27162 -7.60754 2.17557 -0.25 0.11 0.20
H -10.09810 -5.71149 1.83107 -0.02 -0.16 -0.20
H -10.18234 -7.10951 2.93026 0.40 -0.04 -0.03
H -12.05275 -4.74657 3.00924 -0.20 0.16 0.20
H -10.64255 -4.99482 4.11559 0.31 0.48 -0.44
H -13.34248 -4.88456 5.19662 -0.24 -0.10 -0.11
H -11.90697 -5.18966 6.13177 0.40 0.08 -0.16
H -13.16612 -6.34574 6.21071 -0.10 -0.47 -0.63
C -11.42508 -2.30753 -5.93269 -0.24 -0.43 1.33
O -11.11761 -1.61076 -4.72278 -0.47 0.03 -0.54
C -9.85165 -1.85627 -4.16569 0.25 0.32 0.39
C -9.94934 -1.66601 -2.63913 0.00 -0.28 -0.72
N -8.86153 -2.32155 -1.91800 0.17 1.60 -0.72
C -9.04606 -2.01265 -0.49771 0.35 -0.91 -0.32
C -7.86405 -2.54047 0.28565 -1.37 -1.83 0.34
O -7.96503 -2.33031 1.68497 0.33 0.62 0.18
C -9.11738 -2.88818 2.31921 0.70 0.46 -0.77
H -11.22909 -3.37207 -5.78822 0.36 -0.11 -0.21
H -10.90815 -1.95018 -6.82358 -0.02 0.20 0.02
H -12.51174 -2.27382 -6.00752 0.05 0.42 -0.42
H -9.12023 -1.15656 -4.57702 0.18 0.04 -0.08
H -9.50947 -2.86205 -4.42044 0.02 -0.24 0.19
H -10.88646 -2.13812 -2.33070 -0.36 0.28 -0.03
H -9.98037 -0.60697 -2.38312 -0.11 0.02 -0.08
H -9.06680 -3.29075 -2.13232 0.46 -0.57 0.66
H -9.98998 -2.51393 -0.26609 -0.18 0.24 0.99
H -9.09207 -0.95426 -0.23728 -0.36 0.21 -0.68
H -6.93779 -2.20006 -0.17435 0.09 0.29 0.60
H -7.91164 -3.63254 0.22008 0.41 -0.33 -0.64
H -9.95901 -2.20357 2.20340 -0.07 0.13 0.53
H -8.78766 -3.07123 3.34048 -0.50 0.13 0.10
H -9.46390 -3.81851 1.86538 0.38 -0.23 -0.15
```
Positions in Å, forces in eV/Å.

Values from the calculation:
**Orbital gap**: 0.31797 Eh
**Spin multiplicity**: 1
**Lowest unoccupied orbital energy**: 0.45 eV
**Structure (SMILES)**: COC[C@H](C)N.COC[C@H](C)N.COC[C@H](C)N.COC[C@H](C)N.COC[C@H](C)N.COC[C@H](C)N.COC[C@H](C)N.COCCNCCOC.COCCNCCOC
**Relative energy (zero: lowest compared OMol25 entry of this formula, charge and spin)**: 1.022 eV